59
Properties=species:S:1:pos:R:3:lowdin_charge:R:1 method="wB97M-V/def2-TZVPD" energy_ha=-1503.7702 smiles="Cc1cc(C(=O)N2CCC[C@H](N3CCN(c4cccc(C(F)(F)F)c4)CC3)C2)nn1C" e_lumo_ev=0.6 max_force_ev_per_a=1.0 orbital_gap_ev=8.149
C 5.6581 4.2308 -0.0758 -0.022
C 4.9801 2.9134 0.0042 -0.270
C 5.4750 1.6426 0.1885 0.044
C 4.3475 0.7973 0.1689 -0.184
C 4.4217 -0.6586 0.4052 -0.397
O 5.4042 -1.1244 0.9672 0.052
N 3.4173 -1.4573 -0.0331 -0.041
C 3.4158 -2.8535 0.3490 -0.142
C 2.3017 -3.1081 1.3640 -0.158
C 0.9502 -2.6705 0.8002 -0.150
C 1.0231 -1.1962 0.3659 -0.287
N -0.1739 -0.5996 -0.1851 -0.135
C -1.0678 0.1002 0.7062 -0.144
C -2.2094 -0.7783 1.2552 -0.127
N -2.9499 -1.3490 0.1461 -0.096
C -4.0301 -0.6930 -0.3947 -0.208
C -4.3346 -0.7262 -1.7659 -0.019
C -5.4653 -0.1176 -2.2696 -0.071
C -6.3447 0.5614 -1.4439 -0.032
C -6.0582 0.5991 -0.0870 -0.129
C -6.9789 1.2923 0.8726 -0.583
F -7.9072 2.0514 0.2745 0.136
F -6.3181 2.1058 1.7213 0.132
F -7.6526 0.4237 1.6555 0.136
C -4.9361 -0.0176 0.4364 0.046
C -2.0603 -2.1487 -0.6709 -0.139
C -0.9007 -1.2965 -1.2228 -0.144
C 2.1818 -1.0424 -0.6418 -0.109
N 3.2439 1.5193 -0.0046 0.118
N 3.6349 2.7834 -0.1021 -0.161
C 2.6684 3.8245 -0.2895 -0.008
H 6.7303 4.0970 0.0325 0.083
H 5.3068 4.8951 0.7141 0.083
H 5.4595 4.7110 -1.0344 0.082
H 6.4916 1.3374 0.3186 0.113
H 4.3924 -3.0830 0.7779 0.119
H 3.2602 -3.4667 -0.5460 0.130
H 2.2764 -4.1684 1.6209 0.113
H 2.5192 -2.5428 2.2725 0.122
H 0.1785 -2.8070 1.5607 0.104
H 0.7022 -3.2972 -0.0598 0.113
H 1.2949 -0.5948 1.2399 0.149
H -1.5269 0.9212 0.1387 0.128
H -0.4954 0.5300 1.5284 0.122
H -1.8046 -1.5994 1.8549 0.119
H -2.8531 -0.1753 1.8905 0.107
H -3.6752 -1.2208 -2.4603 0.097
H -5.6598 -0.1625 -3.3306 0.107
H -7.2224 1.0473 -1.8366 0.113
H -4.7867 0.0185 1.5035 0.117
H -1.6640 -2.9395 -0.0268 0.114
H -2.6134 -2.6267 -1.4781 0.114
H -1.3193 -0.5379 -1.8966 0.124
H -0.2163 -1.9199 -1.7965 0.116
H 2.2442 -0.0018 -0.9512 0.100
H 2.0038 -1.6763 -1.5183 0.127
H 2.8503 4.3568 -1.2255 0.092
H 2.7054 4.5389 0.5355 0.092
H 1.6855 3.3591 -0.3221 0.091

***

17
Properties=species:S:1:pos:R:3:lowdin_charge:R:1 method="wB97M-V/def2-TZVPD" energy_ha=-346.8090 e_lumo_ev=-2.9 max_force_ev_per_a=1.7 orbital_gap_ev=5.291
O 2.0992 1.6481 -0.2678 -0.089
C 2.4960 0.4749 -0.1999 -0.583
O 1.7802 -0.5730 -0.1061 -0.141
C -2.2423 -1.0639 -0.9784 0.120
C -2.4360 -0.6818 0.3044 -0.150
C -1.6531 0.2744 0.9662 0.004
C -0.4431 0.7840 0.4337 -0.082
H 3.5991 0.3060 -0.1702 0.110
H -2.7676 -1.9153 -1.3984 0.088
H -1.5880 -0.4859 -1.6378 0.094
H -0.5048 -2.7434 0.1329 0.018
H -3.1852 -1.2440 0.8576 0.113
H -0.4722 -3.4738 0.3054 0.051
H -1.8974 0.4798 1.9993 0.127
H -0.3113 0.5224 -0.5962 0.065
H 0.4349 0.2301 0.8837 0.136
H -0.3017 1.8558 0.5410 0.119

***

179
Properties=species:S:1:pos:R:3:lowdin_charge:R:1 method="wB97M-V/def2-TZVPD" energy_ha=-4360.0168 smiles="CCOP(=O)(CCc1c(C[C@H]2CO2)ccc2c1C(=O)c1c(CC[C@H](C)CCC=C(C)C)cc(I)cc1C2=O)OCC.CN(C)C=O.CN(C)C=O.CN(C)C=O.CN(C)C=O.CN(C)C=O.CN(C)C=O.CN(C)C=O.CN(C)C=O" e_lumo_ev=-1.5 max_force_ev_per_a=8.3 orbital_gap_ev=5.532
C -3.8617 -2.2639 -2.2221 -0.078
C -2.4030 -2.4038 -1.4162 -0.293
O -2.5271 -3.0537 -0.1018 -0.287
P -1.6327 -2.0990 1.1006 0.764
O -1.7533 -2.8007 2.5120 -0.373
C 0.1892 -2.1340 0.5353 -0.222
C 1.1702 -1.0359 1.2524 -0.177
C 2.0267 -0.0845 0.2271 -0.026
C 2.1285 1.5689 0.4606 -0.071
C 1.4181 2.3804 1.6944 -0.097
C 2.8514 2.9688 2.5777 -0.161
C 3.3303 1.9506 3.8998 0.001
O 4.1271 2.0722 2.4663 -0.286
C 3.0014 2.5144 -0.6087 0.006
C 3.8303 1.9156 -1.9014 0.010
C 3.7477 0.2796 -2.1202 -0.026
C 2.8730 -0.6826 -1.0677 0.016
C 2.9279 -2.3108 -1.4503 -0.186
O 3.1385 -3.2540 -0.5295 -0.040
C 2.7495 -2.6145 -3.0862 0.019
C 1.7637 -3.8133 -3.6150 -0.071
C 0.8583 -4.7656 -2.6361 -0.183
C 1.6798 -6.0000 -1.9368 -0.159
C 1.1545 -6.3241 -0.3961 -0.314
C 2.3641 -6.1292 0.7326 -0.103
C 0.6037 -7.8627 -0.2092 -0.205
C 1.7733 -9.0065 -0.3189 -0.197
C 1.0440 -10.4641 0.0540 -0.091
C 1.5416 -11.6413 -0.7454 -0.287
C 2.2790 -12.8442 0.0906 -0.110
C 1.3162 -11.5963 -2.3741 -0.109
C 1.6289 -4.0652 -5.2589 -0.047
C 2.5080 -3.1137 -6.2726 -0.638
I 2.3522 -3.4555 -8.4263 0.696
C 3.5124 -1.8813 -5.7679 -0.037
C 3.6084 -1.6453 -4.1454 -0.016
C 4.5138 -0.4377 -3.4235 -0.201
O 5.7418 -0.0869 -3.8184 -0.033
O -2.2283 -0.4697 1.2608 -0.298
C -3.6951 -0.3980 1.1615 -0.262
C -4.0151 0.6217 -0.1241 -0.090
H -4.0523 -3.2309 -2.8723 0.087
H -4.7007 -2.0366 -1.4387 0.069
H -3.7311 -1.3593 -2.9811 0.088
H -1.6779 -3.0500 -2.0724 0.108
H -1.8935 -1.3568 -1.2513 0.094
H 0.6275 -3.2070 0.8177 0.107
H 0.2641 -2.0865 -0.6550 0.093
H 1.8685 -1.5499 2.0721 0.127
H 0.4548 -0.3179 1.8837 0.104
H 0.9179 1.7149 2.5141 0.104
H 0.8151 3.3341 1.3866 0.108
H 2.9731 4.2087 2.7251 0.157
H 4.2956 2.3763 4.4062 0.112
H 3.1615 0.7906 3.6880 0.108
H 3.0304 3.6948 -0.4449 0.109
H 4.4217 2.6179 -2.6467 0.107
H 0.2943 -4.1280 -1.7986 0.090
H 0.0253 -5.2592 -3.3232 0.118
H 2.8293 -5.7019 -1.9724 0.119
H 1.4472 -6.9768 -2.5701 0.112
H 0.2791 -5.5829 -0.1212 0.120
H 3.3814 -6.2102 0.1161 0.088
H 2.3543 -5.0403 1.2062 0.065
H 2.3662 -6.9808 1.5350 0.052
H -0.1501 -8.0649 -1.1128 0.121
H 0.0547 -8.0060 0.8337 0.126
H 2.2587 -9.0823 -1.3999 0.112
H 2.6392 -8.8941 0.4881 0.121
H 0.2395 -10.5677 0.9013 0.104
H 1.6002 -13.0945 1.0141 0.081
H 2.4562 -13.7458 -0.6356 0.073
H 3.2969 -12.4175 0.5381 0.091
H 1.0216 -10.4763 -2.6342 0.075
H 2.3316 -11.8353 -2.9107 0.074
H 0.4336 -12.3087 -2.6721 0.087
H 0.8909 -4.9181 -5.6340 0.103
H 4.1158 -1.2056 -6.5251 0.106
H -4.2291 -1.4332 1.0309 0.120
H -4.2054 0.1174 2.1012 0.135
H -3.1583 0.4036 -0.9164 0.070
H -5.0893 0.4615 -0.5701 0.055
H -3.8216 1.7085 0.2906 0.084
C -8.9137 -1.7901 -4.1428 -0.059
N -8.2176 -1.5417 -2.8975 -0.195
C -8.4771 -2.4089 -1.7665 -0.049
C -7.3168 -0.5071 -2.7550 -0.302
O -6.6963 -0.2427 -1.7332 -0.032
H -9.9907 -1.7164 -3.9667 0.094
H -8.6664 -2.7971 -4.4914 0.093
H -8.6244 -1.0643 -4.9076 0.040
H -8.8575 -1.8064 -0.9363 0.093
H -7.5398 -2.8816 -1.4584 0.087
H -9.2087 -3.1778 -2.0293 0.089
H -7.1951 0.0885 -3.6744 0.134
C 0.5479 7.5143 5.8321 -0.056
N 0.7021 6.8687 4.5451 -0.185
C 1.0535 7.6766 3.3952 -0.048
C 0.5254 5.5108 4.3803 -0.306
O 0.6403 4.9038 3.3233 -0.017
H -0.2432 8.2661 5.7580 0.088
H 1.4913 7.9988 6.1001 0.072
H 0.2834 6.7900 6.6072 0.085
H 0.2705 7.5766 2.6378 0.070
H 1.9962 7.3107 2.9781 0.095
H 1.1593 8.7272 3.6793 0.055
H 0.2609 4.9935 5.3170 0.131
C 6.3881 -3.1919 1.3504 -0.057
N 6.1935 -2.2814 2.4596 -0.198
C 5.1861 -1.2467 2.3462 -0.047
C 6.9361 -2.3687 3.6185 -0.331
O 6.8225 -1.6332 4.5907 -0.005
H 6.6686 -2.6150 0.4644 0.092
H 5.4512 -3.7239 1.1610 0.078
H 7.1753 -3.9181 1.5701 0.084
H 5.6659 -0.2697 2.4567 0.093
H 4.4546 -1.3730 3.1498 0.075
H 4.6825 -1.3025 1.3773 0.076
H 7.6719 -3.1891 3.5985 0.127
C 0.5769 -4.1564 5.5513 -0.062
N 1.6178 -4.8195 4.7939 -0.199
C 2.8877 -4.1464 4.6131 -0.048
C 1.4382 -6.0700 4.2405 -0.308
O 2.2743 -6.6848 3.5910 -0.025
H 0.3318 -3.2095 5.0615 0.086
H 0.9447 -3.9622 6.5631 0.087
H -0.3232 -4.7743 5.6089 0.087
H 3.0730 -4.0182 3.5425 0.077
H 3.6828 -4.7672 5.0366 0.095
H 2.8807 -3.1701 5.1054 0.089
H 0.4383 -6.4896 4.4382 0.134
C -4.8547 -0.4910 -7.7502 -0.065
N -6.1319 0.0928 -7.3968 -0.181
C -6.2995 1.5274 -7.5076 -0.056
C -7.1920 -0.6732 -6.9590 -0.320
O -8.2949 -0.2444 -6.6452 -0.026
H -4.0800 -0.0618 -7.1082 0.056
H -4.6362 -0.2570 -8.7962 0.093
H -4.8680 -1.5765 -7.6203 0.085
H -6.5623 1.9316 -6.5255 0.090
H -7.1157 1.7373 -8.2050 0.093
H -5.3792 1.9972 -7.8651 0.078
H -6.9564 -1.7490 -6.9122 0.134
C -3.6300 4.2776 -3.8388 -0.057
N -3.4757 3.6320 -5.1258 -0.199
C -3.1244 4.4400 -6.2757 -0.044
C -3.6524 2.2742 -5.2906 -0.292
O -3.5376 1.6671 -6.3476 -0.024
H -4.4210 5.0295 -3.9129 0.091
H -2.6865 4.7622 -3.5708 0.092
H -3.8945 3.5533 -3.0637 0.085
H -3.9074 4.3400 -7.0331 0.089
H -2.1816 4.0740 -6.6928 0.095
H -3.0185 5.4905 -5.9916 0.090
H -3.9169 1.7568 -4.3539 0.136
C 5.9248 10.2098 6.3282 -0.064
N 4.5496 10.2756 5.8794 -0.206
C 3.5234 10.6644 6.8251 -0.046
C 4.1870 9.9803 4.5819 -0.306
O 3.0463 10.0160 4.1387 -0.006
H 5.9965 9.4837 7.1431 0.090
H 6.2268 11.1975 6.6886 0.090
H 6.5903 9.9050 5.5160 0.086
H 2.7902 9.8564 6.9063 0.076
H 3.0194 11.5617 6.4541 0.094
H 3.9597 10.8661 7.8071 0.090
H 5.0436 9.6972 3.9485 0.134
C -2.8431 11.4500 3.7096 -0.068
N -1.8022 10.7868 2.9522 -0.206
C -0.5323 11.4600 2.7714 -0.039
C -1.9818 9.5364 2.3987 -0.311
O -1.1457 8.9215 1.7492 -0.005
H -3.0882 12.3969 3.2197 0.089
H -2.4753 11.6441 4.7213 0.088
H -3.7432 10.8320 3.7672 0.084
H -0.3470 11.5881 1.7008 0.097
H 0.2628 10.8392 3.1948 0.077
H -0.5393 12.4363 3.2636 0.090
H -2.9817 9.1168 2.5965 0.132